Computed, not measured: a 12-piece molecular cluster, C26H49BCl22O5 overall in a non-equilibrium geometry, with the ωB97M-V functional and the def2-TZVPD basis.

Values from the calculation:
- Structure (SMILES): C#COC(=O)OCB(O)O.ClCCCl.ClCCCl.ClCCCl.ClCCCl.ClCCCl.ClCCCl.ClCCCl.ClCCCl.ClCCCl.ClCCCl.ClCCCl
- Molecular weight: 1232.451 g mol⁻¹
- HOMO: -9.835 eV
- Strongest force on any atom: 2.48 eV Å⁻¹

ORCA input file:
```
! wB97M-V def2-TZVPD RIJCOSX def2/J DEFGRID3
* xyz 0 1
C -7.8596 -0.5837 -3.1785
H 1.8771 2.1098 -0.2976
H -2.8090 -4.9717 3.0332
C 7.0917 0.5664 8.3401
Cl -5.3542 -0.6794 1.2281
H -7.5478 6.7745 -3.8680
C 0.6355 -5.5030 5.2060
H -0.6341 3.7787 -5.7428
C -3.2479 -4.5562 3.9393
H -4.0652 4.5098 -9.6760
Cl 5.1662 2.6442 4.7481
H -8.8211 -0.8073 -3.6420
Cl 5.3084 -2.4738 -0.3921
B 0.6376 1.1872 -2.0364
H 5.5538 -2.4230 1.9465
Cl -5.2733 4.3050 -2.3274
Cl -4.0778 -5.8696 4.8044
H -3.6135 -2.5711 3.2228
H 4.8632 2.9410 1.0760
H -4.5775 2.1676 -0.9750
C -6.8580 6.3927 -3.1146
H 7.9017 0.5092 9.0663
Cl -0.9748 -7.4452 4.0974
C -3.3807 4.2036 -8.8856
C -7.2597 -1.8539 -2.6114
Cl -5.5862 -1.6326 -2.0276
H 5.2183 -9.1940 0.8846
H 1.5974 -5.2927 5.6749
Cl -1.6384 5.6703 -4.7484
C 4.7128 0.2301 -1.5009
C -5.5419 0.9202 0.4768
H 4.4822 -8.9492 3.3020
C -4.1808 -3.4083 3.6318
Cl 0.4323 -4.3000 3.9024
Cl 3.0234 -8.3731 0.8682
Cl 2.6348 -2.4834 1.8129
H -6.2070 4.8173 -4.4137
O 3.9148 3.7925 -0.8970
H 3.8302 3.5870 2.3535
O 2.1593 3.1570 -2.1871
O 4.4017 2.5049 -2.6631
H -5.6547 1.6592 1.2699
C -4.3800 1.2483 -0.4258
H -7.2124 -0.1386 -3.9334
Cl 8.9648 1.3621 6.5086
H -6.4625 0.8957 -0.0979
H 3.9371 -4.2803 2.5427
O -0.4853 1.5197 -2.8434
H -1.0534 2.1100 -2.3155
H -4.7015 -3.0629 4.5242
C 5.2345 -3.1890 1.2408
C 4.9973 -8.1643 2.7497
Cl -3.6673 2.4784 -8.5437
H 6.6167 1.5831 6.4884
H -2.4371 -4.2140 4.5825
C 1.3393 2.4244 -1.2278
C 0.9873 5.1502 -5.3263
H -7.2186 -2.6141 -3.3920
H -5.9538 6.9996 -3.1414
H -2.9293 4.6911 -6.8258
H -7.4423 4.3137 -3.2557
H -4.1996 0.4555 -1.1486
H 4.5465 -0.6647 -0.8280
H 7.3807 2.5960 7.7171
H 0.8951 -7.6123 5.4881
H 3.5106 -4.4370 0.8359
Cl -5.4042 -3.8494 2.4135
Cl -5.2292 5.1476 -7.0993
H -0.2226 3.9437 -4.0339
H 6.3034 3.5887 2.9286
C -6.5582 4.9368 -3.3876
H -0.1475 -5.3397 5.9462
H 5.1827 -7.4356 0.7205
Cl -8.1723 0.6469 -1.9305
H 0.5143 3.1284 -0.9087
H 1.0228 -0.5309 -1.1121
H 5.9651 -3.9987 1.2588
C 3.4807 3.1821 -1.8342
H -7.8529 -2.2442 -1.7850
C 5.6810 2.7005 3.0412
C -3.5352 5.0623 -7.6514
Cl -2.8739 1.5117 0.4961
C 4.7578 -8.2804 1.2618
H 1.2440 5.9331 -4.6137
C 4.5069 2.7742 2.0929
Cl -7.6387 6.6332 -1.5307
Cl 4.4589 -6.5914 3.3938
H 6.2992 1.8249 2.8468
C 3.8720 -3.7449 1.5962
Cl 3.5687 1.2592 2.0710
C 0.6262 -6.9242 4.6856
H 6.0643 -8.2437 2.9609
Cl 6.8497 -1.0605 7.6537
C -0.3234 4.4862 -4.9742
C 4.5750 1.2089 -2.2108
H -2.3618 4.2855 -9.2659
Cl 0.9560 5.8734 -6.9554
H -3.2224 6.0836 -7.8701
C 7.3725 1.6000 7.2728
H 1.3414 -7.0504 3.8729
H 6.1747 0.8245 8.8712
O 1.1266 -0.1274 -1.9871
H 1.7878 4.4096 -5.3234
*
```

---

Computed, not measured: C26H49ClINO6Si2 as an isolated structure in a non-equilibrium geometry, with the ωB97M-V functional and the def2-TZVPD basis.

Values from the calculation:
- Molecular weight: 690.208 g mol⁻¹
- HOMO: -8.121 eV
- Strongest force on any atom: 4.52 eV Å⁻¹

ORCA input file:
```
! wB97M-V def2-TZVPD RIJCOSX def2/J DEFGRID3
* xyz 0 1
H 0.4421 3.8115 -1.8416
H -3.9479 -0.6455 2.6507
H -6.7254 -1.1985 -0.1842
H -6.5948 2.8249 1.5086
C -5.2150 -8.2340 0.7013
H 2.1316 1.5686 -3.3629
C 5.5733 2.0783 0.6154
H -4.8855 -1.7586 -0.0321
H -3.7587 3.3005 0.8610
H 0.6764 0.5194 -2.7732
H 0.8884 -0.5936 0.3110
Cl -4.6042 -1.8704 -2.7961
H -3.6945 -5.3294 0.9367
C 1.7584 0.9012 -2.4477
C -5.5916 -0.8756 -0.3330
C -5.9147 3.7749 1.6071
H -3.0468 2.2850 3.3990
H 6.8535 2.5253 3.6942
H -6.5473 -0.2777 -2.4243
C 8.7964 0.9243 -3.4165
H 10.8481 -1.3655 -0.2630
H 7.5208 1.2208 2.5090
H 2.4956 -0.0122 -2.2914
H -5.2294 5.5848 0.3737
C -4.0709 2.1115 2.8294
H 8.5065 -0.0481 -3.0088
C 1.5590 1.8377 -1.1170
H -6.3970 3.1321 -1.1257
H -6.3776 4.4163 2.5003
O 1.0613 0.8681 1.9716
H 10.3548 2.3837 -3.2589
C 4.3209 2.1382 -0.4598
C 2.7751 1.7126 -0.0058
C -4.3819 -5.9346 0.3362
C -5.5797 -5.0908 -0.0493
H -1.6581 -1.1417 2.9914
H 1.8911 4.0426 -0.5807
H -3.8651 4.3825 2.4157
C 3.7484 1.1468 2.6042
O -5.3660 -9.1826 1.4670
H 0.4989 1.5960 -0.6792
H -5.3966 -9.3696 -1.0766
H -5.2699 1.4767 -0.1752
O -4.7810 -7.0421 1.1690
H -6.3420 0.6737 1.1693
H 4.5514 2.5017 -1.5644
H 8.8687 0.8358 -4.5040
H -7.1288 5.1922 0.1918
O 9.9951 1.6012 -1.4078
C -6.0425 4.7352 0.2574
H -5.0322 -7.6944 -1.4029
H -5.2656 -4.2187 -0.6293
I -1.8069 -2.8101 0.2145
H -4.8680 0.5255 -2.1022
H -6.2992 -5.6608 -0.6436
C 5.2928 1.5688 2.1649
Si -3.8779 0.4902 1.7368
O 10.2351 0.9118 0.7086
C 10.1734 0.6293 -0.4852
H 10.5975 -0.9406 -1.9370
C -5.6007 -8.3465 -0.7423
C 1.5150 3.4514 -1.5424
H -3.8110 -6.2796 -0.5312
C 6.5864 1.5126 3.1718
C 0.6419 -0.4395 1.4447
H 6.6401 2.4232 0.2368
H 10.9466 0.7446 -3.0734
H -4.7895 3.7828 -1.2016
Si -1.2687 -0.7872 1.6244
C -4.3332 3.4344 1.8812
H -4.9721 1.9047 3.5625
H 7.9894 1.6231 -3.1723
H 3.5607 0.7876 3.7157
C -5.4773 -0.4711 -1.9509
N -5.8054 3.9901 -1.0428
C -5.3607 0.5116 0.5088
C 10.1943 -0.7996 -0.9358
H -6.1099 -4.7473 0.8452
C 10.1087 1.4055 -2.8320
H 1.1672 -1.2591 2.1354
O -2.2876 0.5013 0.9896
H 2.2985 3.5912 -2.4102
H -6.6695 -8.1414 -0.8482
H 6.3539 0.6772 3.9786
C 2.4485 1.2062 1.5541
H 9.1826 -1.2108 -0.8819
*
```

---

Computed, not measured: C26H49NO4Si2V as an isolated structure in a non-equilibrium geometry, with the ωB97M-V functional and the def2-TZVPD basis.

Values from the calculation:
- Molecular weight: 546.797 g mol⁻¹
- HOMO (alpha / beta): -5.088 / -8.240 eV
- ΔE to the lowest compared entry with this formula, charge and spin: 0.0 kcal/mol
- Strongest force on any atom: 1.78 eV Å⁻¹

ORCA input file:
```
! wB97M-V def2-TZVPD RIJCOSX def2/J DEFGRID3
* xyz 0 4
H 0.4046 0.2650 -7.5870
H 0.0738 2.0864 -1.4235
C -0.3613 -2.3961 0.9949
O -1.2480 1.6096 -6.2243
H -0.5999 -4.3836 1.7139
H 1.9642 -1.5035 -2.0673
C -0.6526 1.2851 4.0272
H 4.6394 1.4296 -2.1499
C -0.4133 -0.5906 2.5267
C -1.6634 1.3472 -0.8508
C 1.5319 2.3333 -3.0691
H -5.6337 1.2498 -0.9550
H -0.1931 1.4907 1.9154
H 3.2210 -1.8158 1.1945
H 5.7741 0.4500 -1.1915
H 4.8226 -1.8863 0.4235
H -1.6562 1.7163 -1.8874
C -0.9470 0.2544 -5.9023
C -3.6804 -0.2755 0.9630
C 2.9915 -1.1163 -2.0752
H -4.6044 1.9210 -2.2464
H -2.3809 3.8928 -7.0291
H -0.9243 4.1171 -1.3509
H -3.2742 1.1972 -5.8535
C 1.9865 0.9340 0.0807
C -0.5470 -3.3378 2.0045
H -4.7720 -0.2952 1.0952
C 1.0338 5.0261 -1.4047
H -1.7381 -0.4218 -6.2713
C -0.8473 -0.9725 4.8889
O -0.0922 -1.6344 -1.2134
H 1.9450 5.0398 -2.0124
H 0.5809 3.0261 -4.8776
H -1.0441 0.7944 6.0957
C 4.0452 -1.2069 0.7980
H 3.6724 -1.9790 -2.1129
H 0.6725 6.0583 -1.3392
H 2.4460 2.4552 -2.4751
C 0.3812 -0.0891 -6.5516
H 4.9949 1.8744 -0.4619
H -2.6760 -1.7735 -1.7881
N -0.2735 -1.0543 1.2309
H -0.8715 0.1147 -4.8071
O -0.5606 -3.8381 -0.8598
H -2.5505 2.5531 -4.9451
H -0.6782 2.3615 4.2018
C -0.0541 4.1814 -2.0068
H -0.8008 -3.5981 4.1271
H -3.0718 2.5507 -7.9629
C -0.6647 -2.8932 3.3102
Si 3.4396 -0.0812 -0.5755
H -4.5049 2.5818 -0.5971
C -0.3324 -2.7045 -0.4571
C 1.5169 3.1640 -4.3159
H -0.3465 4.4827 -3.0154
C -3.3651 -0.9489 -2.0217
H -3.1078 -0.5679 -3.0205
H 4.4709 -0.6288 1.6296
H -1.6808 2.2321 -0.1932
C -4.6421 1.6621 -1.1796
H 2.3281 2.8257 -4.9727
H -3.2611 0.3348 1.7727
H 3.1394 -0.5359 -2.9960
H -4.0551 3.3646 -6.7364
H 2.0266 0.9002 1.1892
H 1.2828 4.7056 -0.3835
Si -3.3039 0.4208 -0.7359
C 4.8416 1.0309 -1.1467
H 1.6851 4.2303 -4.1057
H 1.2021 0.3886 -6.0061
C -3.0460 3.0265 -6.9787
H -1.0088 -1.6728 5.7086
H -4.3875 -1.3521 -2.0683
H 0.5433 -1.1678 -6.5513
H -3.3138 -1.3023 1.0896
C -0.6308 -1.5120 3.5954
V 0.0626 0.1119 -0.2707
O 0.3863 2.7245 -2.1869
C -2.5701 2.0422 -5.9243
H 1.3771 1.2686 -3.2840
H 2.0108 2.0048 -0.1854
C -0.8656 0.3978 5.0958
C -0.4023 0.7996 2.7441
*
```

---

Computed, not measured: C26H50AgFN2O6 as an isolated structure in a non-equilibrium geometry, with the ωB97M-V functional and the def2-TZVPD basis.

Values from the calculation:
- Molecular weight: 613.560 g mol⁻¹
- HOMO (alpha / beta): -10.450 / -10.450 eV
- ΔE to the lowest compared entry with this formula, charge and spin: 11.9 kcal/mol
- Strongest force on any atom: 3.28 eV Å⁻¹

ORCA input file:
```
! wB97M-V def2-TZVPD RIJCOSX def2/J DEFGRID3
* xyz 1 2
H -4.7188 -0.8244 -1.6455
H 0.1892 2.7778 -2.6224
O -2.0566 2.4218 4.3748
H 3.9433 4.5466 -3.2397
H -0.6393 0.8165 2.1697
H 2.4474 3.5029 2.6627
H 4.1997 -1.4594 1.7365
C -1.6167 0.9222 2.6422
C 2.0694 -1.0423 1.6565
H 4.6628 2.3897 1.9827
H -2.4562 -0.7552 3.7727
H 0.5561 -1.3877 -3.0631
H 2.1319 -2.3369 3.3852
H -0.4913 -3.4876 -2.6366
O 2.2629 4.3332 -4.4494
O -1.5544 3.3373 2.4803
H 2.4314 3.1532 0.9656
H 1.8954 1.5355 4.2107
C -2.6913 -1.2622 -4.1471
H -2.9105 -0.2083 -4.0050
H 2.9845 2.4325 -1.8732
H -2.1215 -4.0938 -0.6633
H -3.8045 -2.6703 0.8948
C 2.7287 1.0762 3.6683
H 2.1110 3.9242 -1.6010
C -1.8060 0.1013 3.9225
H 3.7874 3.0033 -4.0387
H -2.0639 1.0520 5.8762
H 0.8660 -1.6292 -0.0386
H 4.8579 0.6495 2.1007
C 3.3337 -1.6721 1.1106
C -1.7236 2.3541 3.1112
N 1.9871 0.4030 1.4392
H -0.4428 0.0945 -3.0220
H -0.2499 -0.8315 -4.5001
C 3.2178 3.7793 -3.5081
H -2.3680 0.7600 1.8695
H 3.9523 -0.6081 3.5994
O -2.2871 -0.0624 -1.4991
C -2.8478 -3.7019 -1.3795
C -2.4943 -4.0254 -2.8246
O 0.1727 3.9047 -5.0065
H -2.3341 -5.1063 -2.8656
C 2.1434 2.7493 1.9388
C 1.1043 3.6382 -4.3582
N -2.0799 -1.4690 -1.7200
H -3.4410 -0.9533 0.6151
H -0.0248 -1.0599 1.2895
H -3.7905 -4.2147 -1.1424
H -4.7568 -2.2148 -2.6733
H -5.2925 -2.3651 -0.9694
C 2.9317 -0.4350 3.9663
H 1.2503 1.6668 -3.4162
C -3.1577 -1.9798 0.3498
C 0.8580 -1.6598 1.0326
Ag -1.7561 3.8615 0.1382
C -1.3456 -3.1989 -3.2585
C 1.1407 2.7192 -3.1481
H -1.4936 0.2798 -1.0483
O 1.7072 0.7109 0.2057
H 0.8635 1.3680 0.1658
H 3.1942 -2.7527 1.1328
H -0.8514 -0.1705 4.3655
H 0.9528 -0.9972 3.4641
H 4.2494 1.4097 0.5943
H -3.6017 -1.8283 -3.9649
H -2.1544 -2.1102 0.7886
F -0.3490 2.1249 -0.2421
H -1.1129 -3.4760 -4.2894
H -3.4026 -3.8705 -3.4122
C 4.2320 1.4336 1.6852
H 3.6147 1.5524 4.1063
C -4.5778 -1.9106 -1.6455
C -1.6227 -1.7183 -3.1069
C -2.4545 1.1319 4.8651
H -3.5382 1.0627 4.9410
H -2.4062 -1.5042 -5.1683
C 2.7892 1.3998 2.1751
C 2.3733 3.1921 -2.3699
C -0.3611 -0.9120 -3.4181
H 2.9131 -0.6629 5.0261
H 1.0708 2.6138 2.0102
C -3.1608 -2.2156 -1.1709
H 0.6931 -2.6598 1.4186
H 3.5740 -1.3950 0.0843
C 1.9661 -1.2869 3.1610
*
```

---

Computed, not measured: C26H50Cl2N3O5SiTb as an isolated structure in a non-equilibrium geometry, with the ωB97M-V functional and the def2-TZVPD basis.

Values from the calculation:
- Molecular weight: 742.619 g mol⁻¹
- HOMO (alpha / beta): -3.835 / -3.835 eV
- Strongest force on any atom: 3.63 eV Å⁻¹

ORCA input file:
```
! wB97M-V def2-TZVPD RIJCOSX def2/J DEFGRID3
* xyz 0 7
C -4.2879 1.5537 -2.1209
H 3.0190 -2.4613 1.1613
H -1.7365 2.7582 -0.4271
H 2.4668 -3.5697 -2.1609
C 4.7771 -1.4353 3.8437
H -4.1435 3.2646 2.2077
C -1.2913 1.7332 -2.2668
H -3.7514 -1.6802 -2.5938
H 4.2076 -2.0358 -1.0349
H -3.7858 2.4934 -2.2536
Tb 1.3235 -0.3496 1.4153
C 3.5869 -1.7920 1.8399
Si -1.2074 -3.6048 1.7514
H 0.7488 -4.9874 2.5155
H -2.7342 4.1723 1.5667
H 2.5705 3.3675 1.0860
H -6.0672 0.9205 -1.1108
C -3.1417 0.8548 2.1580
H -4.0628 1.1181 2.6930
C -1.7725 -3.4295 3.5517
C -0.6352 1.8259 -3.4922
C 2.7543 4.0158 0.2338
H 4.2853 -0.9276 -2.4211
C -3.5608 0.3843 -1.9553
H 2.3555 4.7881 -2.4473
C 0.4388 -4.5335 1.5495
H -0.8813 4.9673 -1.2465
O 3.5794 -0.5170 1.6654
H -6.0651 2.5905 -1.6580
H -2.1538 -2.4222 3.7718
C -2.0139 0.4596 -2.0094
C -5.7375 1.5812 -1.9278
H 2.9222 3.2094 -3.0756
N 4.1797 -2.3452 2.8855
Cl 0.9881 -1.5697 3.8140
H 4.0040 -4.0798 4.0374
C 2.0380 2.0510 -0.9718
C -0.1505 3.0393 -3.9710
H 0.3018 -5.3587 0.8135
H -6.3217 1.2918 -2.8130
C -1.3182 2.8586 -1.4406
H 3.6194 -4.2469 2.2852
H 1.8374 1.5774 -1.9462
H 4.4814 -1.7250 4.8541
C -0.8206 4.0847 -1.8963
H -2.3329 -5.7088 1.3060
C -0.2714 4.1859 -3.1792
H -0.5320 0.9092 -4.0979
O 1.5886 -1.4808 -0.5487
C -2.5628 -4.6700 1.0177
O -2.5857 0.2276 -0.7464
N -2.4573 2.0878 1.8080
C 2.9929 3.9138 -2.2428
H 5.3287 -4.0940 2.8135
H -2.5763 -4.1768 3.7438
H 3.7841 4.4063 0.2574
H -0.9105 -3.6475 4.1926
H 1.2365 -3.8751 1.1841
H 0.3091 3.1089 -4.9621
H 3.8829 -0.3200 -0.8036
H -3.7573 -1.3525 -0.8706
H 2.7753 -2.5251 -3.5667
C -3.3119 3.2380 1.4981
C 4.2961 -3.7888 3.0208
H -5.2403 -1.0220 -1.8143
O 1.7734 1.4624 0.1233
N 2.5746 3.2587 -1.0067
C 2.1424 -2.6515 -2.6697
C 2.2871 -1.4337 -1.7543
C -4.1559 -1.0147 -1.8330
Cl -0.8106 -1.5992 0.7708
H 1.8817 -0.5879 -2.3509
H 4.0331 4.2605 -2.1272
H 5.8680 -1.4535 3.7370
H -1.5720 -0.4223 -2.4886
H 2.0672 4.8769 0.2515
H -3.7345 3.1566 0.4858
H -2.4826 0.2301 2.7801
H -3.3969 0.2956 1.2404
C -1.1244 2.1648 1.7978
O -0.3597 1.1649 2.0026
C 3.7497 -1.1534 -1.4934
H 4.4104 -0.4254 3.6199
H -3.5287 -4.3841 1.4681
H -0.7131 3.1698 1.6190
H 0.0766 5.1587 -3.5497
H -2.5955 -4.5863 -0.0806
H 1.1091 -2.7926 -3.0114
*
```